Formula: C5H10S
Source: the OMol25 dataset
Level of theory: ωB97M-V/def2-TZVPD

XYZ file:
```
16
Properties=species:S:1:pos:R:3:forces:R:3
C -1.80958 0.71080 0.44781 0.5876 -1.2347 -2.1243
C -1.40147 -0.06262 -0.60311 -0.2640 0.0725 2.7155
C -0.45864 -1.29699 -0.42270 0.3790 1.0870 -0.1482
C 0.78636 -1.24973 0.60806 -1.7166 2.1268 -1.9576
S 2.15280 -0.31936 -0.17215 0.6524 -0.0971 0.3367
C 1.62970 1.41553 -0.15748 -0.2239 -0.6699 1.5332
H -2.56609 1.43164 0.16724 0.0622 0.3559 0.6774
H -1.41204 0.60470 1.46381 -0.3672 0.1587 -0.4433
H -1.89533 0.14983 -1.57442 0.6787 -0.4853 0.5728
H -0.25365 -1.57208 -1.44723 1.1775 -0.1781 -0.1766
H -0.99339 -2.14383 -0.09121 -1.3657 -0.8218 0.5854
H 1.21564 -2.25289 0.73467 -0.4947 0.3975 0.4685
H 0.37355 -0.68496 1.49840 0.9444 -1.1854 -0.5298
H 0.61371 1.43131 -0.49366 -0.3882 0.4887 -0.2227
H 2.28368 1.94763 -0.79482 0.5877 0.4156 -0.9570
H 1.73474 1.89100 0.83681 -0.2493 -0.4303 -0.3298
```
Forces are in eV/Å.

Computed properties:
highest occupied orbital energy = -0.302 Ha
2S+1 = 1
Kohn-Sham gap = 9.3 eV
DFT total energy = -594.63374 Eh
relative energy (zero: lowest compared OMol25 entry of this formula, charge and spin) = 161.1 kJ/mol
SMILES = C=CCCSC
E_LUMO = 1.04 eV
charge = 0

---

Formula: C5H10S
Source: the OMol25 dataset
Level of theory: ωB97M-V/def2-TZVPD

XYZ file:
```
16
Properties=species:S:1:pos:R:3:forces:R:3
C -0.34981 1.49894 -0.08065 0.4014 1.4280 -0.7735
C -0.09994 0.01464 0.04092 1.9906 -0.8167 -1.5843
C -1.33718 -0.89562 0.03527 0.3120 -2.2643 0.2927
C 1.01694 -0.24703 1.20126 -0.9284 1.0351 0.2751
S 2.38914 -0.07970 -0.03821 -0.4866 -0.2808 0.2043
C 0.97518 -0.35869 -1.13741 -2.3560 -0.2284 -0.0677
H 0.68664 2.02487 -0.26012 -2.1711 -0.7649 0.3827
H -1.10597 1.80757 -0.86911 1.1493 -0.6522 0.4308
H -0.81927 1.87696 0.82340 0.2475 0.1526 0.4013
H -2.00061 -1.15394 -0.86814 0.9375 1.7641 0.9612
H -1.00436 -1.97116 0.17449 0.1124 1.0839 0.3687
H -1.89135 -0.65313 0.94311 -0.6261 -0.0719 -0.2857
H 1.09154 0.48154 2.14620 -0.3384 -1.5690 -2.2285
H 0.88426 -1.29203 1.50364 0.3846 0.2700 0.2698
H 0.81914 -1.35621 -1.63671 0.5254 0.4454 1.2008
H 0.74565 0.30301 -1.97794 0.8457 0.4692 0.1524
```
Forces are in eV/Å.

Computed properties:
highest occupied orbital energy = -0.316 Ha
2S+1 = 1
Kohn-Sham gap = 9.5 eV
DFT total energy = -594.63593 Eh
relative energy (zero: lowest compared OMol25 entry of this formula, charge and spin) = 155.3 kJ/mol
SMILES = CC1(C)CSC1
E_LUMO = 0.88 eV
charge = 0